Version w
{
  "formula": "C8H17N2O",
  "method": "ωB97M-V/def2-TZVPD",
  "charge": 1,
  "gap_ev": [7.733, 7.734],
  "homo_energy_ev": [-10.888, -10.888],
  "species": ["O", "N", "N", "C", "C", "C", "C", "C", "C", "C", "C", "H", "H", "H", "H", "H", "H", "H", "H", "H", "H", "H", "H", "H", "H", "H", "H", "H"],
  "coordinates": [[1.92, -1.02, 0.69], [0.76, -0.73, -1.45], [-0.32, -0.58, 2.05], [-0.24, 1.76, 1.76], [-1.62, 1.51, 1.13], [0.14, 0.56, 2.48], [1.54, 0.40, -2.05], [1.08, -1.34, -0.28], [-1.47, 0.38, 0.16], [-0.03, -1.41, -2.55], [-0.85, -0.83, 0.87], [-1.97, 2.38, 0.53], [-0.99, -1.02, -2.62], [0.67, 0.59, 3.48], [0.68, -1.45, -3.43], [2.28, -0.13, 0.60], [-1.41, -1.66, 0.65], [-0.95, 0.63, -0.75], [-2.39, 1.43, 1.96], [2.20, -0.02, -2.72], [-0.25, -2.42, -2.33], [-0.29, 2.61, 2.42], [0.86, 1.02, -2.51], [0.70, -2.34, -0.15], [0.44, 2.02, 0.97], [-0.04, -1.41, 2.61], [2.06, 0.87, -1.24], [-2.52, 0.18, -0.28]]
}

---

Version x
{
  "formula": "C8H17N2O",
  "method": "ωB97M-V/def2-TZVPD",
  "charge": 1,
  "gap_ev": 7.420,
  "smiles": "CCCC(CCC)OC=[N+]=N",
  "homo_energy_ev": -14.062,
  "species": ["O", "N", "N", "C", "C", "C", "C", "C", "C", "C", "C", "H", "H", "H", "H", "H", "H", "H", "H", "H", "H", "H", "H", "H", "H", "H", "H", "H"],
  "coordinates": [[-2.28, -0.87, 0.04], [-5.45, -0.67, 0.04], [-4.46, -0.01, -0.07], [0.68, 3.08, -0.10], [1.42, -1.61, 0.20], [-3.33, 0.20, 0.28], [-0.20, 2.06, 0.52], [-0.12, -1.71, -0.10], [-0.32, 0.81, -0.39], [-0.91, -0.42, 0.29], [1.98, -2.93, -0.15], [1.96, -0.90, -0.42], [1.74, -1.25, 1.26], [-0.14, -1.87, -1.17], [-0.59, -2.42, 0.57], [2.20, -2.96, -1.25], [-0.84, -0.51, 1.47], [1.39, -3.76, 0.09], [-2.84, 1.18, 0.76], [0.19, 1.91, 1.52], [0.66, 4.00, 0.29], [-6.15, -0.81, -0.71], [-1.26, 2.37, 0.70], [0.11, 3.30, -1.02], [2.92, -3.03, 0.30], [0.68, 0.56, -0.64], [-0.92, 1.14, -1.22], [1.60, 2.67, -0.36]]
}

---

Stability ranking, top entry: version w; the second entry is 283.5 kJ/mol less favorable.

---

Version w
{
  "formula": "CH4N2O3",
  "method": "ωB97M-V/def2-TZVPD",
  "gap_ev": [7.118, 6.530],
  "spin_multiplicity": 3,
  "homo_energy_ev": [-6.715, -10.438],
  "species": ["O", "O", "O", "N", "N", "C", "H", "H", "H", "H"],
  "coordinates": [[-0.23, -0.29, -1.97], [-1.22, -1.55, -0.53], [0.80, 1.27, -0.35], [0.59, -0.18, 1.33], [-0.60, -0.57, -0.85], [-0.02, 0.39, 0.22], [-1.41, 1.05, 0.80], [0.03, -0.89, 1.67], [1.53, -0.48, 1.06], [0.53, 1.25, -1.38]]
}

---

Version x
{
  "formula": "CH4N2O3",
  "method": "ωB97M-V/def2-TZVPD",
  "gap_ev": [7.995, 7.259],
  "spin_multiplicity": 3,
  "homo_energy_ev": [-7.244, -10.161],
  "species": ["O", "O", "O", "N", "N", "C", "H", "H", "H", "H"],
  "coordinates": [[2.36, -0.97, -0.57], [-0.03, 1.55, -0.53], [2.10, 0.69, 0.74], [1.71, 0.01, -0.15], [-0.44, -0.53, 0.47], [0.16, 0.23, -0.50], [-0.15, 1.88, 0.39], [-0.11, -0.17, -1.68], [-1.41, -0.86, 0.36], [-0.41, -0.23, 1.43]]
}

---

Stability ranking, top entry: version x; the second entry is 120.0 kJ/mol less favorable.

---

Version w
{
  "formula": "C7H9NO2",
  "method": "ωB97M-V/def2-TZVPD",
  "gap_ev": 10.911,
  "smiles": "C=C[C@@H](C#N)OC(=O)CC",
  "homo_energy_ev": -10.571,
  "species": ["O", "O", "N", "C", "C", "C", "C", "C", "C", "C", "H", "H", "H", "H", "H", "H", "H", "H", "H"],
  "coordinates": [[0.84, -1.64, 1.95], [0.88, 0.32, 0.79], [1.63, -1.27, -2.20], [1.13, 3.05, -1.38], [-1.16, -1.10, 0.63], [0.72, 0.70, -0.64], [-1.95, -2.10, 1.46], [1.58, 1.91, -0.76], [0.23, -0.80, 1.18], [1.29, -0.32, -1.50], [1.77, 3.78, -1.55], [-2.88, -2.10, 0.88], [0.04, 3.24, -2.07], [-0.08, 0.77, -0.92], [-2.08, -1.93, 2.40], [-1.26, -1.19, -0.29], [-1.26, -3.08, 1.55], [2.39, 1.89, -0.20], [-1.83, -0.13, 0.68]]
}

---

Version x
{
  "formula": "C7H9NO2",
  "method": "ωB97M-V/def2-TZVPD",
  "gap_ev": [9.015, 5.911],
  "homo_energy_ev": [-8.673, -7.166],
  "species": ["O", "O", "N", "C", "C", "C", "C", "C", "C", "C", "H", "H", "H", "H", "H", "H", "H", "H", "H"],
  "coordinates": [[3.28, 0.17, -0.27], [2.40, 2.76, 0.34], [-0.70, 1.26, -0.72], [-0.58, -0.13, -0.48], [1.78, 1.72, 0.18], [-0.96, -0.72, 0.92], [0.98, -0.43, -0.62], [-1.75, 1.98, -0.52], [-2.76, 2.65, -0.41], [1.94, 0.33, 0.25], [-1.14, -0.60, -1.26], [-1.20, 0.05, 1.63], [-1.89, -1.24, 0.85], [1.85, -0.08, 1.29], [-3.64, 3.21, -0.59], [3.20, 0.37, -1.19], [-0.26, -1.43, 1.31], [1.08, -1.50, -0.37], [1.29, -0.09, -1.57]]
}

---

Version y
{
  "formula": "C7H9NO2",
  "method": "ωB97M-V/def2-TZVPD",
  "gap_ev": 8.194,
  "smiles": "C=c1cc(O)c(=C)n1OC",
  "homo_energy_ev": -7.723,
  "species": ["O", "O", "N", "C", "C", "C", "C", "C", "C", "C", "H", "H", "H", "H", "H", "H", "H", "H", "H"],
  "coordinates": [[1.35, -0.72, -0.99], [-3.34, 0.08, 0.01], [0.18, -0.08, -0.98], [-2.01, 0.29, -0.21], [-1.32, -2.07, -0.45], [-1.03, -0.74, -0.43], [-1.40, 1.51, -0.31], [1.89, -0.98, 0.29], [1.09, 2.11, -0.36], [0.04, 1.35, -0.56], [1.55, -1.86, 0.85], [-3.78, 0.95, 0.13], [1.24, 3.13, 0.03], [1.82, -0.14, 0.91], [2.09, 1.96, -0.69], [-2.23, -2.52, -0.23], [-1.80, 2.48, -0.05], [2.94, -1.28, 0.15], [-0.45, -2.57, -0.63]]
}

---

Stability ranking, top entry: version y; the second entry is 177.7 kJ/mol less favorable.

---

Version w
{
  "formula": "C2ClF3",
  "method": "ωB97M-V/def2-TZVPD",
  "gap_ev": 9.506,
  "homo_energy_ev": -10.036,
  "species": ["Cl", "F", "F", "F", "C", "C"],
  "coordinates": [[-1.51, 0.42, -0.50], [-2.91, -0.64, 1.23], [1.01, -0.50, 0.05], [1.71, 1.13, -0.90], [1.15, 0.78, 0.21], [-1.68, -0.57, 0.79]]
}

---

Version x
{
  "formula": "C2ClF3",
  "method": "ωB97M-V/def2-TZVPD",
  "gap_ev": [6.095, 6.094],
  "homo_energy_ev": [-10.763, -10.763],
  "species": ["Cl", "F", "F", "F", "C", "C"],
  "coordinates": [[3.38, 0.42, -0.01], [-0.05, 1.70, -0.12], [-0.61, -1.83, -0.08], [-2.04, -0.15, 0.06], [-0.80, -0.54, 0.13], [0.14, 0.40, 0.02]]
}

---

Stability ranking, top entry: version w; the second entry is 129.8 kJ/mol less favorable.

---

Version w
{
  "formula": "H5NO",
  "method": "ωB97M-V/def2-TZVPD",
  "gap_ev": 10.893,
  "smiles": "N.O",
  "homo_energy_ev": -9.889,
  "species": ["O", "N", "H", "H", "H", "H", "H"],
  "coordinates": [[0.51, -0.22, 1.78], [-0.38, 0.38, -1.06], [0.46, 0.77, -1.47], [-0.77, -0.51, -1.36], [-1.08, 1.09, -0.90], [0.69, -0.40, 0.86], [0.57, -1.10, 2.15]]
}

---

Version x
{
  "formula": "H5NO",
  "method": "ωB97M-V/def2-TZVPD",
  "gap_ev": 11.329,
  "smiles": "N.O",
  "homo_energy_ev": -10.477,
  "species": ["O", "N", "H", "H", "H", "H", "H"],
  "coordinates": [[-1.44, 2.39, 0.05], [0.93, -1.35, 0.30], [-0.95, 1.55, 0.26], [1.65, -0.92, -0.28], [1.38, -2.10, 0.84], [-1.83, 2.23, -0.84], [0.26, -1.80, -0.33]]
}

---

Stability ranking, top entry: version x; the second entry is 6.8 kJ/mol less favorable.

---

Version w
{
  "formula": "C2H5N3S2",
  "method": "ωB97M-V/def2-TZVPD",
  "gap_ev": 9.056,
  "smiles": "[H]/N=C\\NC(=S)NS",
  "homo_energy_ev": -8.796,
  "species": ["S", "S", "N", "N", "N", "C", "C", "H", "H", "H", "H", "H"],
  "coordinates": [[3.21, 0.01, -0.23], [0.63, 2.05, -0.05], [-2.99, -0.08, -0.14], [1.60, -0.50, 0.07], [-0.65, -0.28, -0.04], [0.54, 0.42, -0.01], [-1.83, 0.36, -0.19], [3.54, 0.16, 1.06], [-1.65, 1.42, -0.46], [-0.67, -1.21, 0.37], [1.39, -1.30, -0.55], [-3.12, -1.04, 0.17]]
}

---

Version x
{
  "formula": "C2H5N3S2",
  "method": "ωB97M-V/def2-TZVPD",
  "gap_ev": 9.452,
  "homo_energy_ev": -9.052,
  "species": ["S", "S", "N", "N", "N", "C", "C", "H", "H", "H", "H", "H"],
  "coordinates": [[2.75, -1.80, 0.00], [-2.02, -0.77, 0.58], [1.52, -0.61, 0.36], [-1.65, 0.70, 1.18], [-1.61, -0.43, -0.96], [-1.16, 1.47, 0.22], [-1.26, 0.80, -1.07], [-1.08, 1.20, -2.00], [1.61, -0.31, 1.31], [1.64, 0.22, -0.25], [-0.78, 2.52, 0.45], [2.04, -2.98, 0.18]]
}

---

Stability ranking, top entry: version w; the second entry is 42.5 kJ/mol less favorable.

---

Version w
{
  "formula": "C2H5N3S2",
  "method": "ωB97M-V/def2-TZVPD",
  "gap_ev": 8.360,
  "homo_energy_ev": -8.636,
  "species": ["S", "S", "N", "N", "N", "C", "C", "H", "H", "H", "H", "H"],
  "coordinates": [[-0.55, -0.90, -2.19], [2.52, 0.84, 0.92], [0.54, 1.31, -0.47], [0.08, -0.50, 0.91], [-1.46, -1.21, -0.86], [0.91, 0.48, 0.61], [-1.10, -0.99, 0.37], [0.86, 2.39, -0.11], [0.47, -1.21, 1.51], [-0.82, 1.47, -0.09], [-2.07, -1.23, 1.00], [0.60, -0.46, -1.61]]
}

---

Version x
{
  "formula": "C2H5N3S2",
  "method": "ωB97M-V/def2-TZVPD",
  "gap_ev": 8.508,
  "smiles": "[H]/N=C(/NS)C(N)=S",
  "homo_energy_ev": -8.805,
  "species": ["S", "S", "N", "N", "N", "C", "C", "H", "H", "H", "H", "H"],
  "coordinates": [[2.30, -0.21, -0.61], [-2.24, -0.42, -0.65], [-1.40, 0.50, 0.58], [0.57, -1.42, 0.97], [0.29, 2.07, 0.27], [0.87, -0.32, 0.26], [-0.05, 0.85, 0.32], [-2.79, -1.27, 0.26], [-1.91, 1.39, 0.71], [1.29, -2.10, 1.08], [1.31, 2.17, 0.06], [-0.10, -1.34, 1.73]]
}

---

Version y
{
  "formula": "C2H5N3S2",
  "method": "ωB97M-V/def2-TZVPD",
  "gap_ev": [7.244, 7.473],
  "homo_energy_ev": [-8.661, -8.630],
  "species": ["S", "S", "N", "N", "N", "C", "C", "H", "H", "H", "H", "H"],
  "coordinates": [[-2.20, 1.21, 0.16], [3.41, -0.41, 0.07], [2.25, 0.58, 0.41], [-1.13, -0.01, -0.28], [-1.17, -1.20, 0.50], [1.05, 0.84, 0.19], [0.13, 0.16, -0.78], [-1.53, -0.86, 1.39], [0.40, -0.85, -0.86], [-1.80, -1.89, 0.22], [0.66, 1.74, 0.74], [-0.07, 0.69, -1.76]]
}

---

Stability ranking, top entry: version x; the second entry is 319.6 kJ/mol less favorable.

---

Version w
{
  "formula": "C3H12N2O",
  "method": "ωB97M-V/def2-TZVPD",
  "gap_ev": 10.350,
  "smiles": "C=C.NCO.N",
  "homo_energy_ev": -9.616,
  "species": ["O", "N", "N", "C", "C", "C", "H", "H", "H", "H", "H", "H", "H", "H", "H", "H", "H", "H"],
  "coordinates": [[-2.36, -0.37, 1.30], [0.11, -0.79, 1.19], [-2.67, 1.14, -2.65], [3.28, 0.58, -0.04], [-1.27, -0.89, 1.92], [2.50, -0.30, -0.77], [-3.42, 1.51, -2.08], [0.47, 0.17, 1.30], [3.00, -0.91, -1.49], [4.36, 0.65, -0.02], [2.77, 1.50, 0.14], [-2.28, -0.69, 0.40], [-2.01, 1.98, -2.86], [-1.42, -2.01, 2.16], [-2.22, 0.33, -2.28], [0.89, -1.40, 1.55], [1.45, -0.35, -0.58], [-1.20, -0.18, 2.80]]
}

---

Version x
{
  "formula": "C3H12N2O",
  "method": "ωB97M-V/def2-TZVPD",
  "gap_ev": 9.207,
  "smiles": "CNCCN.O",
  "homo_energy_ev": -8.482,
  "species": ["O", "N", "N", "C", "C", "C", "H", "H", "H", "H", "H", "H", "H", "H", "H", "H", "H", "H"],
  "coordinates": [[2.81, 1.37, -2.64], [-0.10, 0.67, 1.19], [-2.52, -1.85, -0.04], [1.26, 1.15, 1.11], [-1.41, -1.46, 0.82], [-0.48, -0.33, 0.21], [-2.27, -1.96, -1.00], [-1.76, -0.96, 1.72], [1.91, 0.26, 1.05], [-0.80, 1.40, 1.18], [2.12, 0.70, -2.76], [-0.82, 0.06, -0.76], [0.44, -0.88, -0.05], [1.60, 1.62, 2.03], [1.48, 1.77, 0.24], [2.62, 1.98, -3.36], [-3.33, -1.26, 0.06], [-0.77, -2.30, 1.02]]
}

---

Stability ranking, top entry: version x; the second entry is 161.9 kJ/mol less favorable.